1.
The following is a DFT calculation (ωB97M-V/def2-TZVPD) of a cluster of 2 separate species, C7H17PS2 in total in a non-equilibrium geometry.

```
27
Properties=species:S:1:pos:R:3:forces:R:3:lowdin_charge:R:1
C 0.834521 0.376278 -1.774286 -0.4 0.3 0.6 -0.687
C -2.255209 0.676703 -0.812637 -0.9 0.4 1.9 -0.155
C 0.146598 -2.612414 -1.161146 -0.6 -1.6 -1.8 -0.195
C 1.066516 1.374435 2.408116 -1.8 1.2 -0.9 -0.167
C -1.328164 0.414710 0.428366 -0.9 0.6 0.2 -0.378
C 0.292113 -1.807170 0.093076 1.9 0.1 1.4 -0.391
C 1.621958 0.560253 1.246010 -1.1 -1.1 0.3 -0.344
P 0.411147 0.042556 -0.071975 -1.4 0.4 0.9 0.723
S 2.391242 -0.160669 -2.178373 -0.1 0.1 2.7 0.733
S 0.345817 3.014011 -0.785079 0.7 -1.1 0.2 0.248
H -1.815885 0.064061 -1.570745 -0.1 0.2 -1.2 0.017
H -3.313597 0.260004 -0.606521 1.6 0.9 -0.2 0.094
H -2.254843 1.806626 -0.986160 -0.1 -1.9 -0.3 0.062
H -0.708786 -2.254176 -1.862933 1.4 -0.7 1.3 0.101
H 1.084808 -2.739929 -1.806801 -1.3 0.5 1.1 0.068
H -0.074823 -3.636666 -0.744245 -0.1 0.7 -1.1 0.080
H 0.248046 0.935780 2.988353 0.4 -0.5 -0.1 0.073
H 1.833231 1.718444 3.064919 0.7 0.0 0.5 0.061
H 0.580239 2.288464 2.002983 0.4 -0.3 0.1 0.045
H -1.606363 -0.541653 0.910248 -0.1 0.6 -0.1 0.063
H -1.470968 1.230175 1.187940 0.6 -0.7 -0.8 0.084
H 1.315944 -1.989432 0.528757 -0.8 -0.4 -0.4 0.078
H -0.407123 -2.230943 0.887205 0.7 1.2 -0.9 0.110
H 1.942696 -0.442251 1.672498 0.7 1.4 -0.8 0.093
H 2.272484 1.218406 0.655418 0.7 -0.7 0.4 0.065
H 2.384318 0.212262 -3.387352 -0.1 0.5 -2.5 -0.173
H -0.350714 3.047756 -1.910680 -0.2 -0.1 -0.4 -0.310
```
Positions in Å, forces in eV/Å.

Results
Highest occupied orbital energy (spin up / spin down), eV: -7.54 / -7.54
ΔE to the lowest compared entry with this formula, charge and spin, kJ/mol: 432.1
Frontier orbital gap (spin up / spin down), eV: 6.9 / 6.9



2.
The following is a DFT calculation (ωB97M-V/def2-TZVPD) of a cluster of 4 separate species, C42H58Br2INO15P2S in total in a non-equilibrium geometry.

```
122
Properties=species:S:1:pos:R:3:forces:R:3:lowdin_charge:R:1
C 5.311198 2.821694 -0.558500 -0.1 -0.2 2.1 0.019
C 5.292128 2.239734 0.710832 0.8 0.2 -2.6 -0.208
C 4.974467 0.683693 0.966805 -0.7 2.7 -0.1 -0.753
I 6.227070 0.099124 2.646157 -0.1 -0.2 -0.2 1.000
O 4.996017 -0.109108 -0.190137 1.1 0.5 0.9 -0.222
C 6.166835 -0.492644 -0.839340 -1.0 -1.1 -1.8 -0.826
Br 7.844691 0.505150 -0.669461 -0.5 -0.1 0.5 0.778
C 5.808951 -0.414774 -2.430732 0.2 1.4 0.0 -0.252
O 4.394075 -0.243544 -2.619124 1.2 -0.7 -1.0 -0.194
C 4.077075 -0.452513 -4.026057 -0.3 0.1 -0.4 -0.221
C 3.386127 0.831516 -4.692139 0.3 -1.2 -0.2 -0.069
P 6.632376 -2.357108 -0.626918 1.9 -1.9 -0.5 0.316
O 5.438928 -3.337036 -1.342012 1.1 1.4 1.4 -0.288
O 6.963902 -2.779462 0.968442 -1.6 0.1 -2.1 -0.348
S 8.287158 -2.722183 -1.635749 -0.8 0.0 0.1 0.242
C 3.367496 0.736646 1.352139 2.7 1.8 1.1 -0.520
C 3.158896 1.958537 2.389889 -0.7 0.0 0.8 -0.172
O 1.994814 1.732710 3.242557 0.5 0.6 -0.9 -0.262
C 1.603266 2.958703 3.898834 0.4 -0.3 1.9 -0.233
C 1.654252 2.670488 5.484950 -0.2 -0.2 -0.8 -0.063
O 2.790205 1.139262 0.127812 -0.9 -1.2 0.9 -0.096
C 1.505457 0.683153 -0.279491 -2.8 0.1 -3.3 -0.396
C 0.279460 1.011243 0.672606 0.2 0.3 0.6 -0.096
C -1.124045 1.139467 -0.024748 -1.4 1.2 1.4 -0.199
N -2.074832 1.716068 0.668713 1.7 -1.2 -1.3 0.083
C 1.240423 1.603372 -1.596426 2.4 0.1 0.6 -0.123
C 1.219181 3.160313 -1.294901 -0.4 0.0 -1.9 -0.166
C -0.039419 3.808569 -2.068863 1.1 0.8 0.6 -0.166
C -0.479057 5.090841 -1.243406 -0.6 -0.7 -0.8 -0.258
O 0.459127 6.173427 -1.406396 -0.3 -0.6 0.2 -0.089
C 1.486720 -0.798385 -0.939923 0.9 -0.5 1.6 -0.104
C 0.574361 -1.886761 -0.241562 -0.1 -1.4 -1.0 -0.212
C -0.774822 -2.230057 -1.041138 0.2 -0.5 0.3 -0.184
C -1.641746 -3.374345 -0.359433 -1.0 0.4 0.0 -0.159
C -1.852311 -3.212556 1.201420 0.0 -0.3 0.1 -0.204
O -0.885177 -4.054108 1.895997 -0.2 0.9 0.6 -0.222
C -0.372666 -3.412875 3.066376 1.0 0.5 0.7 -0.129
P 2.721080 -0.804016 2.231254 -1.6 -1.1 1.5 0.752
O 3.226391 -0.818241 3.880905 0.2 -0.2 -2.1 -0.405
Br 3.726086 -2.708050 1.415519 0.0 0.8 0.3 0.409
H 5.699471 2.344906 -1.494790 -1.4 0.1 0.9 0.049
H 4.958215 3.898540 -0.612695 1.4 -1.1 0.0 0.078
H 5.565934 2.924001 1.571897 -1.3 -1.1 -0.8 0.110
H 6.301027 0.534966 -2.826531 -0.3 -1.2 0.5 0.105
H 6.256722 -1.268612 -3.011561 -0.6 0.6 0.8 0.089
H 3.408228 -1.371441 -4.044845 0.7 1.2 -0.2 0.128
H 5.004607 -0.665589 -4.642891 -0.9 0.0 0.9 0.117
H 3.955006 1.084359 -5.642411 -0.7 -0.1 1.3 0.076
H 2.351933 0.506829 -5.011037 0.9 0.8 0.5 0.074
H 3.388325 1.694762 -3.969330 -0.1 -0.9 -0.9 0.069
H 5.927364 -3.883666 -1.995271 -0.1 0.5 0.4 0.050
H 7.001259 -3.760976 0.957767 0.1 0.6 0.2 0.075
H 2.923544 2.927608 1.838334 0.8 -1.4 0.2 0.138
H 4.027658 2.072464 3.105003 -0.6 -0.1 -1.0 0.104
H 0.559876 3.234619 3.575056 1.2 -0.1 0.2 0.124
H 2.370386 3.774080 3.720596 -1.1 -0.8 -0.2 0.119
H 0.681404 2.194892 5.812334 1.1 0.6 -0.2 0.070
H 2.470084 1.893153 5.635131 -0.9 1.1 0.0 0.083
H 1.868475 3.622132 6.067972 -0.3 -1.3 -0.7 0.077
H 0.173498 0.316634 1.567089 0.2 0.7 -1.2 0.101
H 0.490055 2.029253 1.139944 -0.4 -1.3 -0.6 0.113
H -1.388399 0.835698 -1.074917 0.9 -0.1 1.0 0.087
H -2.944399 1.749449 0.120867 0.3 0.0 0.1 0.031
H 0.392860 1.213812 -2.223917 0.6 0.6 0.9 0.101
H 2.180560 1.415334 -2.217943 -1.3 0.0 0.7 0.099
H 1.273585 3.452094 -0.209689 -0.3 -0.5 -1.0 0.103
H 2.133751 3.630600 -1.790296 -1.0 -0.7 0.8 0.111
H 0.341043 4.134736 -3.093352 -0.7 -0.4 1.2 0.125
H -0.860446 3.051748 -2.232565 0.7 0.9 0.5 0.071
H -0.592052 4.768973 -0.164139 0.1 0.5 -1.0 0.116
H -1.472424 5.487430 -1.619857 1.2 -0.4 0.5 0.121
H 1.365457 5.871520 -1.232135 -0.5 -0.1 0.0 0.075
H 1.242641 -0.785954 -2.039079 0.2 0.3 1.1 0.113
H 2.568738 -1.154274 -0.862230 -1.3 0.5 -0.3 0.089
H 1.162674 -2.866054 -0.290757 -0.7 1.2 0.2 0.102
H 0.376603 -1.737132 0.858843 0.2 0.2 -1.3 0.051
H -0.524274 -2.595156 -2.093309 -0.1 0.6 1.3 0.116
H -1.444043 -1.332975 -1.177124 0.7 -0.8 0.3 0.084
H -2.679256 -3.319939 -0.850162 1.7 -0.2 0.8 0.072
H -1.258861 -4.424605 -0.537364 -0.1 1.3 0.2 0.124
H -2.881032 -3.569732 1.541903 1.1 0.6 -0.7 0.126
H -1.697450 -2.154545 1.578769 -0.4 -0.9 -0.8 0.111
H -0.032055 -4.141307 3.870288 -0.7 0.5 -1.2 0.097
H 0.564048 -2.807630 2.809476 -1.2 -0.6 0.2 0.054
H -1.103709 -2.702049 3.560534 0.6 -0.8 -0.6 0.085
H 3.713367 -1.651865 4.051747 -0.2 0.6 -0.2 0.023
C -4.828079 -3.515356 -2.785145 0.0 -0.2 -0.2 0.007
C -5.535713 -3.946345 -3.828901 0.2 0.1 0.1 0.026
C -6.929523 -4.413621 -3.670224 -0.1 -0.1 -0.3 -0.389
O -7.575269 -4.808700 -4.620971 0.1 0.1 0.2 0.104
C -7.509219 -4.382652 -2.309028 0.0 0.1 0.3 0.022
C -6.801745 -3.951312 -1.265201 -0.3 -0.1 -0.1 0.025
C -5.407518 -3.484253 -1.424962 0.1 0.1 0.2 -0.370
O -4.761325 -3.087648 -0.473347 -0.4 0.0 -0.1 0.086
H -3.807506 -3.170546 -2.882913 0.0 0.0 0.0 0.105
H -5.127666 -3.974589 -4.831359 0.0 0.0 0.0 0.126
H -8.530970 -4.727543 -2.211695 0.0 0.0 0.0 0.122
H -7.209677 -3.922214 -0.262420 0.0 0.0 0.0 0.123
C -6.096153 2.020566 -3.297864 -0.1 -0.3 0.0 0.028
C -5.754571 0.746271 -3.488248 -0.2 0.2 0.0 0.027
C -4.336173 0.330091 -3.527818 0.1 -0.3 0.0 -0.370
O -4.024518 -0.832215 -3.703128 0.0 0.3 0.0 0.096
C -3.310848 1.381123 -3.346527 0.1 0.3 0.1 0.017
C -3.652164 2.655815 -3.156126 0.3 -0.2 0.0 0.026
C -5.071413 3.071981 -3.116557 -0.1 0.4 0.0 -0.382
O -5.382961 4.232119 -2.941235 0.1 -0.2 0.0 0.118
H -7.129119 2.343312 -3.266712 0.0 0.0 0.0 0.125
H -6.491594 -0.035889 -3.621877 0.0 0.0 0.0 0.123
H -2.277100 1.057740 -3.377946 0.0 0.0 0.0 0.112
H -2.915261 3.438183 -3.022566 -0.1 0.0 0.0 0.107
C -4.524025 -0.194738 4.216661 0.3 0.0 -0.1 0.024
C -3.257260 -0.065845 4.611082 -0.2 0.0 -0.3 0.019
C -2.882590 -0.198099 6.033676 0.3 0.0 0.0 -0.392
O -1.726941 -0.078085 6.386514 -0.1 0.0 0.1 0.101
C -3.962281 -0.480144 7.004217 -0.3 -0.1 0.1 0.021
C -5.228763 -0.610076 6.610154 0.2 0.0 0.2 0.020
C -5.605669 -0.478240 5.185453 -0.3 0.0 -0.1 -0.389
O -6.760111 -0.597868 4.824908 0.2 0.0 0.1 0.102
H -4.818316 -0.098913 3.179071 0.0 0.0 0.0 0.122
H -2.452723 0.140975 3.915466 0.0 0.0 0.0 0.116
H -3.666853 -0.574102 8.041634 0.0 0.0 0.0 0.122
H -6.032525 -0.816218 7.305833 0.0 0.0 0.0 0.122
```
Positions in Å, forces in eV/Å.

Results
Highest occupied orbital energy, eV: -8.61
SMILES: [H]/N=C/C[C@](CCCCO)(CCCCCOC)O[C@@](COCC)(P(O)Br)[C@](I)(C=C)O[C@](Br)(COCC)P(O)(O)=S.O=C1C=CC(=O)C=C1.O=C1C=CC(=O)C=C1.O=C1C=CC(=O)C=C1
Frontier orbital gap, eV: 6.6



3.
The following is a DFT calculation (ωB97M-V/def2-TZVPD) of the molecule C6H6 in a non-equilibrium geometry.

```
12
Properties=species:S:1:pos:R:3:forces:R:3:lowdin_charge:R:1
C -0.834697 0.666573 -0.994820 -2.1 1.1 -0.9 -0.392
C -2.116302 0.875639 -1.175956 1.3 0.0 0.2 0.224
C 0.608424 -0.939055 -0.877643 -1.3 -1.9 -1.0 -0.098
C 0.609957 0.509117 -1.181255 -2.3 -0.9 1.8 -0.029
C -0.283223 -0.176909 0.069074 1.8 -0.1 -1.8 -0.267
C -0.248216 0.090311 1.539571 -0.3 1.1 -1.5 -0.018
H 0.131320 -1.655758 -1.670302 0.9 1.3 1.5 0.145
H 1.478645 -1.308968 -0.399803 0.9 -0.7 0.2 0.091
H 1.338310 1.211290 -0.912284 0.8 0.9 0.1 0.108
H 0.706267 -0.017985 1.977738 1.1 -1.2 0.5 0.069
H -1.063754 -0.418085 2.021071 -0.1 -0.1 0.5 0.084
H -0.326730 1.163829 1.604609 -0.9 0.5 0.3 0.085
```
Positions in Å, forces in eV/Å.

Results
Highest occupied orbital energy, eV: -8.52
ΔE to the lowest compared entry with this formula, charge and spin, kJ/mol: 668.9
Frontier orbital gap, eV: 8.5



4.
The following is a DFT calculation (ωB97M-V/def2-TZVPD) of a structure of composition C42H54N3O7S2V in a non-equilibrium geometry.

```
109
Properties=species:S:1:pos:R:3:forces:R:3:lowdin_charge:R:1
V 1.067585 0.393215 -1.081426 -0.9 -1.0 2.7 0.903
C -2.229804 1.087679 -2.663369 -0.1 0.0 0.0 -0.097
O -1.028701 1.575098 -2.084810 0.3 -0.1 -0.2 -0.249
C -0.554087 2.761533 -2.688358 -0.2 0.1 0.0 -0.173
C 0.466470 3.315426 -1.733265 -0.1 0.2 0.4 -0.131
O 1.478819 2.374699 -1.346966 0.0 0.0 -1.1 -0.227
C 2.718295 2.301111 -2.125172 -0.3 -0.2 0.4 -0.105
C 2.651170 1.253936 -3.251793 0.3 0.0 -0.6 -0.111
O 1.973450 -0.013454 -3.052287 -1.1 0.8 0.7 -0.280
C 2.432171 -1.163162 -2.285218 1.9 0.3 -1.5 -0.186
H -2.994347 1.868906 -2.638980 0.0 0.0 0.0 0.100
H -2.556600 0.238304 -2.072407 0.1 0.0 0.0 0.060
H -2.070598 0.760238 -3.694527 0.0 0.0 0.0 0.094
H -1.364101 3.500116 -2.744066 0.0 0.0 -0.1 0.140
H -0.198759 2.582102 -3.710735 0.1 -0.1 0.1 0.137
H -0.049789 3.544930 -0.800056 0.1 -0.1 0.1 0.124
H 0.928796 4.238844 -2.064014 0.1 -0.1 -0.3 0.117
H 3.421913 2.031083 -1.347572 0.3 0.2 -0.4 0.100
H 2.929169 3.273386 -2.571551 -0.1 0.0 0.0 0.139
H 3.660668 1.095195 -3.639588 0.0 -0.1 0.1 0.145
H 2.050345 1.677567 -4.056901 0.1 0.0 -0.1 0.129
H 3.522248 -1.157758 -2.374539 0.0 -0.4 0.2 0.128
H 1.944856 -2.056511 -2.638529 0.2 0.1 -0.5 0.034
H 2.254593 -1.068005 -1.220203 0.1 -0.6 0.0 -0.043
S 1.458166 -2.804409 0.243185 -0.5 -0.5 -0.7 0.869
C -0.120023 -3.129617 -0.153436 -0.1 0.0 0.5 -0.628
N -0.949385 -3.671365 0.757874 -0.1 0.3 -0.1 -0.109
C -2.268821 -4.175788 0.398484 0.0 0.0 0.0 -0.098
C -2.117347 -4.819574 -0.944723 0.1 0.1 -0.1 -0.090
N -1.707766 -3.756671 -1.867395 0.2 -0.2 0.0 -0.112
C -2.412061 -3.776462 -3.152611 0.0 0.1 -0.1 -0.124
C -3.897520 -3.587131 -2.969098 0.0 0.0 0.0 -0.226
C -4.365434 -2.499179 -2.234416 0.0 -0.1 0.0 -0.041
C -5.724998 -2.296851 -2.070407 0.0 0.0 0.0 -0.069
C -6.632464 -3.180078 -2.644862 0.0 0.0 0.0 -0.078
C -6.172998 -4.261618 -3.377824 0.0 0.0 0.0 -0.069
C -4.807348 -4.467356 -3.536212 0.0 0.0 0.0 -0.039
C -0.767316 -2.867487 -1.529368 -0.4 -0.2 -0.7 -0.547
S -0.390645 -1.638526 -2.631683 -0.2 -0.4 1.0 0.866
C -0.576800 -3.881081 2.158188 0.0 0.0 0.1 -0.124
C -0.356286 -5.342533 2.467144 0.0 0.0 0.0 -0.219
C -1.112910 -5.973533 3.446235 0.0 0.0 0.0 -0.048
C -0.921102 -7.320247 3.729007 0.0 0.0 0.0 -0.075
C 0.025836 -8.046614 3.025309 0.0 0.0 0.0 -0.082
C 0.783680 -7.422557 2.041569 0.0 0.0 0.0 -0.071
C 0.596516 -6.077986 1.764242 0.0 0.0 0.0 -0.039
H -3.005690 -3.368033 0.358821 0.0 0.0 0.0 0.139
H -2.572255 -4.897243 1.155154 0.0 0.0 0.0 0.135
H -3.048991 -5.243113 -1.310038 0.0 0.0 0.0 0.134
H -1.354237 -5.601920 -0.904493 0.0 0.0 0.0 0.146
H -2.185643 -4.728502 -3.638436 -0.1 0.0 0.0 0.140
H -2.017212 -2.980799 -3.775437 0.1 0.0 0.0 0.065
H -3.649154 -1.816478 -1.789722 0.0 0.0 0.0 0.099
H -6.082870 -1.450467 -1.498560 0.0 0.0 0.0 0.107
H -7.695365 -3.023534 -2.518719 0.0 0.0 0.0 0.107
H -6.876416 -4.952070 -3.823909 0.0 0.0 0.0 0.109
H -4.450702 -5.317233 -4.106601 0.0 0.0 0.0 0.116
H -1.399963 -3.497620 2.765915 0.0 0.0 0.0 0.134
H 0.311339 -3.291546 2.366293 0.0 0.0 0.0 0.085
H -1.855063 -5.407935 3.998843 0.0 0.0 0.0 0.113
H -1.513853 -7.799528 4.496902 0.0 0.0 0.0 0.106
H 0.176686 -9.095770 3.242161 0.0 0.0 0.0 0.106
H 1.529491 -7.985232 1.495257 0.0 0.0 0.0 0.107
H 1.198621 -5.588929 1.007683 0.0 0.0 0.0 0.086
C -1.231665 6.424543 0.921216 0.0 0.0 0.0 -0.047
O -0.085543 5.848474 1.525431 0.0 0.0 0.0 -0.073
C 1.052905 5.765811 0.805932 0.0 -0.1 0.0 -0.223
C 1.192378 6.255202 -0.488465 0.0 0.0 0.0 -0.034
C 2.418891 6.198859 -1.147878 -0.2 0.0 0.3 -0.092
C 3.517413 5.659893 -0.499117 0.0 0.0 -0.1 -0.085
C 3.377907 5.166285 0.790487 0.0 0.0 0.0 -0.026
C 2.157313 5.188171 1.450059 0.1 0.1 -0.1 -0.156
N 2.135667 4.824077 2.818272 0.0 -0.1 0.0 0.126
C 1.172650 4.333031 3.618560 0.0 0.1 0.0 -0.013
C 0.002117 3.664264 3.354030 -0.1 -0.2 0.0 -0.142
C -0.983704 3.655123 4.403405 0.0 0.0 0.0 -0.048
C -2.212747 3.127981 4.217172 0.0 0.0 0.0 -0.094
C -2.524614 2.514358 2.958519 0.0 0.0 0.0 -0.070
C -1.612902 2.408536 1.965889 -0.1 0.0 -0.1 -0.008
C -0.262424 2.919837 2.119100 0.1 -0.1 0.2 -0.358
O 0.635036 2.648478 1.310228 -0.1 0.5 -0.3 0.006
H -2.013379 6.380770 1.673788 0.0 0.0 0.0 0.102
H -1.544021 5.852547 0.043385 0.0 0.0 0.0 0.094
H -1.050884 7.463727 0.638183 0.0 0.0 0.0 0.100
H 0.328079 6.685686 -0.974792 0.1 0.1 -0.1 0.110
H 2.506027 6.594205 -2.151915 0.0 0.0 0.0 0.111
H 4.486763 5.641051 -0.979178 0.0 0.0 0.0 0.108
H 4.236185 4.760879 1.311802 0.0 0.0 0.0 0.118
H 2.959348 5.133595 3.309632 0.0 0.0 0.0 0.154
H 1.377145 4.543063 4.664961 0.0 0.0 0.0 0.140
H -0.734394 4.132963 5.344773 0.0 0.0 0.0 0.113
H -2.956379 3.161681 5.000514 0.0 0.0 0.0 0.099
H -3.515617 2.098019 2.816999 0.0 0.0 0.0 0.105
H -1.835413 1.892745 1.038839 0.0 0.0 0.0 0.103
C 3.448786 -0.811952 1.668696 0.0 0.0 0.0 -0.072
C 3.673593 0.422722 0.805946 0.3 -0.2 -0.1 -0.660
C 3.492955 1.666568 1.654752 -0.1 0.1 0.0 -0.026
C 5.103720 0.389200 0.251146 0.0 0.0 0.0 -0.025
O 2.831309 0.405779 -0.339442 -0.9 0.3 0.7 -0.341
H 4.146046 -0.814826 2.508718 0.0 0.0 0.0 0.093
H 3.611013 -1.723068 1.092564 0.1 0.0 0.0 0.035
H 2.432139 -0.819248 2.065861 0.0 0.0 0.0 0.074
H 4.230077 1.657556 2.462328 0.0 0.1 0.0 0.096
H 2.494111 1.721149 2.076554 0.0 -0.1 0.0 0.071
H 3.632542 2.562931 1.051699 0.0 0.0 0.0 0.063
H 5.837571 0.376465 1.058510 0.0 0.0 0.0 0.089
H 5.297541 1.270567 -0.365704 0.0 0.0 0.0 0.079
H 5.251225 -0.500551 -0.363726 0.0 0.0 0.0 0.084
O -0.000224 -0.119010 -0.041723 0.9 1.0 -0.6 -0.306
```
Positions in Å, forces in eV/Å.

Results
Highest occupied orbital energy (spin up / spin down), eV: -9.53 / -9.53
Multiplicity: 2
ΔE to the lowest compared entry with this formula, charge and spin, kJ/mol: 0.0
Net charge: +1
Frontier orbital gap (spin up / spin down), eV: 6.8 / 6.8



What are the calculated total energy values for these records? In order: -38489.78007, -254285.56612, -6312.26774, -110583.22005 eV.